A cluster of 8 separate species, C32H64NO16PS7 in total in a non-equilibrium geometry. Source: OMol25; level of theory: the ωB97M-V functional and the def2-TZVPD basis.

Summary:
- LUMO level (eV) = 0.4971
- electronic energy (eV) = -153605.502
- structure (SMILES) = O=[PH2][C@H]1CCNC1=O.O=S1(=O)CCCC1.O=S1(=O)CCCC1.O=S1(=O)CCCC1.O=S1(=O)CCCC1.O=S1(=O)CCCC1.O=S1(=O)CCCC1.O=S1(=O)CCCC1
- highest occupied orbital energy (eV) = -9.56
- molar mass (g/mol) = 974.3

Positions of all 121 atoms, in Å:
O (-1.5197, -0.5359, -0.6483)
P (-1.2701, 0.9259, -0.6656)
C (0.3245, 1.4729, -0.0115)
C (0.2683, 2.7163, 0.9184)
C (1.6597, 2.6597, 1.6172)
N (2.2806, 1.3574, 1.2881)
C (1.1103, 0.5721, 0.9214)
O (0.8162, -0.5013, 1.4050)
H (-2.2422, 1.6578, 0.0212)
H (-1.3338, 1.4120, -1.9865)
H (0.9672, 1.7737, -0.8215)
H (-0.5063, 2.5731, 1.6519)
H (0.0759, 3.5821, 0.3099)
H (1.5284, 2.6283, 2.6837)
H (2.2622, 3.4991, 1.3230)
H (2.8208, 1.4388, 0.4369)
O (-2.6190, 3.1784, 4.2230)
S (-2.7314, 1.8259, 3.7367)
O (-2.6877, 1.5441, 2.3194)
C (-1.5150, 0.8115, 4.5677)
C (-2.2423, 0.2955, 5.8058)
C (-3.6423, -0.1068, 5.3187)
C (-4.1762, 1.0429, 4.4520)
H (-0.6354, 1.4144, 4.7836)
H (-1.2555, -0.0041, 3.8917)
H (-1.7137, -0.5459, 6.2505)
H (-2.3118, 1.0849, 6.5579)
H (-3.5718, -1.0136, 4.7245)
H (-4.3168, -0.3132, 6.1467)
H (-4.8103, 0.6896, 3.6432)
H (-4.7056, 1.7946, 5.0338)
O (1.6326, 1.3248, -2.7770)
S (2.6674, 0.4765, -3.3249)
O (4.0409, 0.6625, -2.9292)
C (2.1861, -1.2280, -3.0825)
C (1.3854, -1.5678, -4.3354)
C (2.1639, -0.9558, -5.5106)
C (2.5394, 0.4790, -5.1156)
H (1.6167, -1.3139, -2.1585)
H (3.1005, -1.8163, -3.0179)
H (1.2628, -2.6431, -4.4451)
H (0.3911, -1.1217, -4.2720)
H (3.0697, -1.5363, -5.6917)
H (1.5807, -0.9646, -6.4290)
H (3.4932, 0.7962, -5.5297)
H (1.7640, 1.1926, -5.3857)
O (-6.6748, -2.7058, 4.9704)
S (-5.5655, -3.3310, 4.2912)
O (-4.2095, -3.0174, 4.6888)
C (-5.8075, -5.1027, 4.2775)
C (-6.6008, -5.3656, 2.9985)
C (-5.9551, -4.4874, 1.9221)
C (-5.7527, -3.0877, 2.5211)
H (-6.3235, -5.3981, 5.1880)
H (-4.8218, -5.5648, 4.2353)
H (-6.5822, -6.4188, 2.7330)
H (-7.6448, -5.0782, 3.1462)
H (-4.9890, -4.9077, 1.6427)
H (-6.5582, -4.4416, 1.0293)
H (-4.8653, -2.5898, 2.1370)
H (-6.6241, -2.4518, 2.3758)
O (7.2561, 1.5966, -5.4014)
S (6.9187, 2.9593, -5.0724)
O (6.0532, 3.7279, -5.9353)
C (6.3110, 3.0181, -3.3948)
C (7.5624, 3.2329, -2.5483)
C (8.3984, 4.2847, -3.2904)
C (8.4374, 3.8748, -4.7695)
H (5.7792, 2.0970, -3.1737)
H (5.6339, 3.8688, -3.3223)
H (7.3083, 3.5561, -1.5408)
H (8.1240, 2.2997, -2.4717)
H (7.9220, 5.2583, -3.1906)
H (9.4005, 4.3723, -2.8810)
H (8.4640, 4.7287, -5.4416)
H (9.2703, 3.2100, -4.9873)
O (-9.5686, -7.0041, 1.6862)
S (-9.2033, -6.2824, 0.4951)
O (-7.8201, -6.0635, 0.1544)
C (-10.0489, -7.0067, -0.9056)
C (-11.3752, -6.2552, -0.9722)
C (-11.0335, -4.7776, -0.7332)
C (-10.0884, -4.7157, 0.4742)
H (-10.1547, -8.0760, -0.7419)
H (-9.4380, -6.8195, -1.7876)
H (-11.8691, -6.4067, -1.9299)
H (-12.0446, -6.6136, -0.1880)
H (-10.5332, -4.3724, -1.6142)
H (-11.9257, -4.1792, -0.5598)
H (-9.3646, -3.9085, 0.3970)
H (-10.6313, -4.6375, 1.4136)
O (7.6127, 7.9592, -1.7222)
S (8.8259, 7.9470, -2.4983)
O (9.8483, 6.9604, -2.2612)
C (8.3908, 7.9645, -4.2371)
C (8.2983, 9.4471, -4.5841)
C (9.4994, 10.1152, -3.8994)
C (9.5582, 9.5887, -2.4588)
H (7.4595, 7.4208, -4.3798)
H (9.1993, 7.4766, -4.7811)
H (8.3067, 9.6031, -5.6610)
H (7.3683, 9.8621, -4.1914)
H (10.4155, 9.8467, -4.4279)
H (9.4197, 11.2004, -3.9140)
H (10.5744, 9.5040, -2.0849)
H (8.9621, 10.1936, -1.7793)
O (0.3668, -6.8696, 3.7223)
S (-0.5539, -5.8147, 3.3787)
O (-1.9258, -6.1168, 3.0520)
C (-0.5023, -4.5676, 4.6606)
C (0.6019, -3.6165, 4.2111)
C (0.3994, -3.4162, 2.7026)
C (0.1774, -4.8032, 2.0847)
H (-0.3118, -5.0488, 5.6168)
H (-1.4731, -4.0732, 4.6751)
H (0.5564, -2.6731, 4.7528)
H (1.5792, -4.0659, 4.3999)
H (-0.4772, -2.7914, 2.5290)
H (1.2460, -2.9119, 2.2459)
H (-0.5023, -4.7778, 1.2375)
H (1.1134, -5.2755, 1.7942)

=====

A cluster of 9 separate species, C32H64O17 in total in a non-equilibrium geometry. Source: OMol25; level of theory: the ωB97M-V functional and the def2-TZVPD basis.

Summary:
- LUMO level (eV) = 0.4763
- electronic energy (eV) = -69024.636
- structure (SMILES) = COC(=O)OC.COC(=O)OC.COC(=O)OC.COC(=O)OC.C1CCOC1.C1CCOC1.C1CCOC1.C1CCOC1.C1CCOC1
- ΔE to the lowest compared entry with this formula, charge and spin (kJ/mol) = 230.7
- highest occupied orbital energy (eV) = -9.42
- molar mass (g/mol) = 720.8

Positions of all 113 atoms, in Å:
C (-13.1175, 1.1403, 19.4309)
O (-12.2144, 0.7316, 18.4480)
C (-11.6103, -0.4734, 18.7163)
O (-11.9338, -1.1860, 19.6158)
O (-10.7385, -0.7420, 17.6825)
C (-10.2718, -2.0838, 17.4907)
H (-14.0625, 0.6339, 19.2589)
H (-13.3091, 2.2072, 19.2498)
H (-12.7016, 0.9984, 20.4251)
H (-9.8141, -2.0949, 16.5324)
H (-11.1658, -2.8323, 17.4088)
H (-9.6565, -2.4449, 18.2899)
C (-10.6775, -10.2481, 16.7717)
O (-11.9837, -10.7914, 16.5309)
C (-12.9907, -10.1508, 17.1248)
O (-12.8708, -9.2014, 17.8263)
O (-14.1150, -10.8452, 16.8621)
C (-15.2121, -10.4667, 17.7279)
H (-9.9526, -10.7338, 16.0845)
H (-10.3472, -10.3522, 17.8106)
H (-10.7533, -9.1499, 16.5505)
H (-16.0238, -10.4478, 17.0028)
H (-15.1280, -9.4679, 18.1410)
H (-15.4887, -11.1931, 18.4589)
C (-14.7543, -6.3165, 17.7430)
O (-13.7776, -6.4613, 16.5636)
C (-12.4695, -6.5175, 16.9122)
O (-11.6576, -6.9652, 16.1565)
O (-12.1546, -6.0589, 18.0981)
C (-10.7901, -6.4190, 18.4834)
H (-15.7222, -6.2076, 17.3272)
H (-14.4498, -5.4420, 18.2923)
H (-14.5223, -7.1792, 18.3650)
H (-10.6219, -6.0757, 19.4796)
H (-10.0443, -6.0363, 17.7499)
H (-10.8379, -7.5323, 18.4201)
C (-4.9658, -6.3905, 13.6930)
O (-6.2599, -7.0114, 13.6114)
C (-7.2189, -6.0703, 13.5423)
O (-7.0465, -4.9025, 13.4475)
O (-8.4253, -6.6586, 13.4906)
C (-9.5566, -5.8516, 13.4718)
H (-4.5535, -6.0100, 12.7593)
H (-4.2607, -7.1561, 14.0510)
H (-5.0901, -5.5391, 14.4052)
H (-10.4056, -6.5308, 13.6849)
H (-9.6311, -5.1980, 12.5374)
H (-9.5389, -5.1056, 14.3765)
C (-8.0540, -7.9982, 16.4959)
C (-8.0367, -8.2296, 18.0161)
C (-6.5585, -8.4787, 18.2697)
O (-6.0537, -9.2020, 17.1527)
C (-6.9374, -8.9421, 16.0285)
H (-7.8424, -6.9553, 16.3902)
H (-9.0541, -8.1198, 16.1286)
H (-8.6065, -9.1302, 18.2609)
H (-8.4353, -7.4172, 18.7315)
H (-6.3746, -9.0381, 19.1523)
H (-5.9758, -7.6084, 18.3117)
H (-7.4329, -9.8275, 15.6571)
H (-6.4065, -8.5502, 15.1697)
C (-14.1633, -8.5594, 13.8594)
C (-14.2434, -10.0437, 13.3703)
C (-15.7600, -10.3266, 13.3740)
O (-16.2388, -9.5767, 14.5332)
C (-15.4704, -8.3047, 14.5899)
H (-14.2817, -7.9621, 12.9693)
H (-13.1983, -8.3437, 14.3934)
H (-13.7540, -10.7649, 14.0835)
H (-13.7915, -10.2130, 12.4404)
H (-16.0752, -11.2863, 13.6618)
H (-16.2011, -10.1114, 12.4221)
H (-15.4101, -8.0985, 15.6216)
H (-16.0817, -7.5830, 14.1609)
C (-12.9580, -2.7226, 14.6585)
C (-14.0338, -3.8116, 14.7902)
C (-13.6055, -4.7823, 13.6780)
O (-12.6382, -4.1713, 12.7836)
C (-12.7134, -2.7389, 13.1252)
H (-12.1064, -3.0513, 15.2055)
H (-13.3216, -1.7411, 15.0066)
H (-14.9643, -3.3147, 14.4883)
H (-14.1449, -4.2835, 15.7670)
H (-14.4257, -5.0668, 13.0150)
H (-13.1884, -5.7110, 14.0151)
H (-13.5750, -2.2686, 12.5621)
H (-11.8041, -2.2471, 12.7401)
C (-6.2358, -3.8826, 18.8655)
C (-6.2046, -2.6848, 17.9649)
C (-7.0629, -3.1460, 16.7318)
O (-7.9830, -4.0317, 17.2615)
C (-7.6726, -4.4303, 18.5794)
H (-6.0114, -3.4815, 19.9035)
H (-5.4669, -4.6126, 18.6976)
H (-5.2667, -2.3243, 17.6984)
H (-6.7647, -1.8804, 18.3907)
H (-6.4235, -3.5953, 15.9220)
H (-7.5816, -2.3055, 16.3172)
H (-7.7107, -5.5174, 18.6593)
H (-8.5208, -4.0506, 19.1987)
C (-13.6289, -8.5429, 21.4062)
C (-13.2664, -7.3429, 22.2787)
C (-14.5646, -6.5208, 22.2341)
O (-15.6238, -7.4392, 22.0925)
C (-15.1923, -8.4749, 21.1698)
H (-13.2843, -9.5235, 21.7701)
H (-13.1474, -8.4402, 20.3465)
H (-12.4162, -6.7521, 21.9736)
H (-13.1638, -7.6690, 23.3346)
H (-14.6341, -5.8175, 21.3427)
H (-14.8245, -5.8939, 23.1066)
H (-15.5300, -8.3169, 20.1977)
H (-15.6555, -9.3830, 21.5310)

=====

A cluster of 8 separate species, C32H64O24 in total in a non-equilibrium geometry. Source: OMol25; level of theory: the ωB97M-V functional and the def2-TZVPD basis.

Summary:
- LUMO level (eV) = 0.3229
- electronic energy (eV) = -83358.135
- structure (SMILES) = CCOC(=O)OC.CCOC(=O)OC.CCOC(=O)OC.CCOC(=O)OC.CCOC(=O)OC.CCOC(=O)OC.CCOC(=O)OC.CCOC(=O)OC
- ΔE to the lowest compared entry with this formula, charge and spin (kJ/mol) = 520.4
- highest occupied orbital energy (eV) = -10.51
- molar mass (g/mol) = 832.8

Positions of all 120 atoms, in Å:
C (7.1295, 6.6767, -27.8667)
C (7.2303, 5.2717, -28.5172)
O (8.5433, 4.9276, -28.5212)
C (9.0556, 3.9578, -29.2731)
O (8.5163, 3.2678, -30.2007)
O (10.3034, 3.7249, -28.8324)
C (11.2029, 2.7204, -29.4402)
H (7.4607, 7.3989, -28.6129)
H (7.7799, 6.7178, -26.9930)
H (6.1219, 7.0337, -27.6536)
H (6.7235, 5.2852, -29.4822)
H (6.7128, 4.5310, -27.9076)
H (12.1849, 2.7415, -28.9678)
H (11.3039, 2.6201, -30.5208)
H (10.8430, 1.7071, -29.2622)
C (0.8928, 5.3424, -26.9307)
C (1.7830, 4.4276, -26.0480)
O (1.4436, 4.6968, -24.6435)
C (2.2769, 4.4825, -23.5972)
O (3.4618, 4.2515, -23.7329)
O (1.5988, 4.4247, -22.4219)
C (2.2784, 4.1273, -21.2139)
H (1.2594, 5.3944, -27.9559)
H (0.8452, 6.4128, -26.7303)
H (-0.1187, 4.9921, -27.1365)
H (2.7996, 4.7940, -26.1899)
H (1.6907, 3.3761, -26.3197)
H (2.8312, 3.1885, -21.2495)
H (1.5030, 4.0807, -20.4492)
H (2.8886, 4.9926, -20.9551)
C (18.7231, 0.1605, -16.6899)
C (17.9302, -0.0563, -18.0229)
O (18.9379, -0.4507, -18.9103)
C (18.5628, -0.7134, -20.1920)
O (17.4695, -0.5359, -20.6733)
O (19.6291, -1.1327, -20.8725)
C (19.4879, -1.5400, -22.1862)
H (19.3625, -0.7145, -16.5737)
H (18.0774, 0.2480, -15.8161)
H (19.4168, 1.0012, -16.7040)
H (17.4067, 0.8538, -18.3159)
H (17.1006, -0.7555, -17.9187)
H (18.5566, -1.2239, -22.6560)
H (19.4772, -2.6267, -22.2702)
H (20.2241, -1.1229, -22.8734)
C (20.8713, 5.3352, -13.5588)
C (21.7253, 5.3634, -14.9125)
O (20.7706, 4.7694, -15.9321)
C (20.7584, 5.3105, -17.1557)
O (21.4400, 6.2748, -17.5926)
O (19.7047, 4.7060, -17.8168)
C (19.6207, 4.9705, -19.2111)
H (20.7485, 4.3397, -13.1322)
H (19.8283, 5.6451, -13.6234)
H (21.3147, 5.9171, -12.7508)
H (22.6725, 4.8382, -14.7896)
H (22.0492, 6.3875, -15.0977)
H (20.0791, 4.1538, -19.7688)
H (20.1237, 5.8932, -19.5005)
H (18.5985, 4.9735, -19.5896)
C (9.6810, -1.5234, -23.7473)
C (10.8215, -1.5945, -24.8188)
O (10.3224, -2.3900, -25.9337)
C (10.3857, -3.6887, -25.8711)
O (10.8578, -4.3146, -24.9163)
O (9.9575, -4.1455, -27.0158)
C (9.8668, -5.5218, -27.2194)
H (8.9144, -0.8286, -24.0903)
H (9.9650, -1.0094, -22.8290)
H (9.3679, -2.5203, -23.4371)
H (11.6966, -2.1053, -24.4171)
H (11.0810, -0.5817, -25.1268)
H (10.0202, -5.7014, -28.2835)
H (8.8900, -5.9003, -26.9182)
H (10.6733, -6.0623, -26.7240)
C (17.6545, 0.4520, -30.7936)
C (19.0568, 0.8867, -30.3676)
O (19.9652, -0.1996, -30.5711)
C (19.9880, -1.1887, -29.6043)
O (19.5990, -1.0235, -28.4713)
O (20.6681, -2.3131, -30.0131)
C (21.4629, -2.4613, -31.1716)
H (17.4738, -0.5308, -30.3581)
H (17.7013, 0.3010, -31.8721)
H (16.8962, 1.1560, -30.4507)
H (18.9911, 1.1689, -29.3168)
H (19.3712, 1.7623, -30.9355)
H (20.8121, -2.8212, -31.9685)
H (22.2235, -3.1717, -30.8479)
H (22.0348, -1.5733, -31.4409)
C (3.2939, 9.5630, -23.2261)
C (3.5646, 9.0349, -21.8461)
O (4.9915, 8.8714, -21.7371)
C (5.5529, 8.7855, -20.5186)
O (4.9983, 8.9286, -19.3893)
O (6.8873, 8.6044, -20.6885)
C (7.7152, 8.1838, -19.5822)
H (2.2657, 9.5759, -23.5875)
H (3.8050, 9.1114, -24.0764)
H (3.5659, 10.6183, -23.2067)
H (3.0586, 8.1093, -21.5715)
H (3.2865, 9.7922, -21.1132)
H (8.7657, 8.4518, -19.6953)
H (7.6239, 7.0977, -19.5703)
H (7.5035, 8.7862, -18.6988)
C (15.3933, 2.4595, -24.7233)
C (14.5836, 3.1773, -23.6359)
O (13.1628, 2.9317, -23.8397)
C (12.1669, 3.7784, -23.2090)
O (12.4271, 4.8645, -22.7080)
O (10.9241, 3.3694, -23.5613)
C (9.7655, 4.1941, -23.4059)
H (15.0431, 2.7863, -25.7024)
H (15.2627, 1.3774, -24.7266)
H (16.4236, 2.7974, -24.6110)
H (14.8646, 4.2284, -23.5707)
H (14.9970, 2.7782, -22.7096)
H (9.5076, 4.1020, -22.3509)
H (8.9546, 3.7519, -23.9848)
H (9.9165, 5.2344, -23.6939)